The following is a DFT calculation (wB97M-V/def2-TZVPD) of C26H43F3O2P2Y as an isolated structure in a non-equilibrium geometry.

The net charge is +1. As for the calculated total energy: -2187.1382 Ha. The value obtained for the energy above the lowest of the compared OMol25 structures with the same formula, charge and spin is 4.8029 eV. For the highest occupied orbital energy (spin up / spin down), the calculation gives -8.62 / -8.66 eV.

Atoms and positions in Å:
H 0.5906 -2.6453 -4.9588
C 3.4320 2.6566 -2.4631
C -4.0168 2.4127 -2.6906
H 1.0190 -0.8489 3.4494
H -0.0188 0.2121 -7.3619
C -0.4645 1.0024 -6.7325
H 0.2852 4.2835 -2.3185
H 0.6515 0.6106 2.5281
C 1.3837 -3.7162 -1.2301
Y -0.1002 0.4490 -2.4766
C 1.9872 3.6811 -0.3278
H 1.5860 1.5506 -6.2437
C 0.7412 0.7281 -4.5417
H -2.2118 -0.4948 -3.6615
C -1.6947 -1.3039 1.9580
H 0.6537 -4.0641 -1.9619
H -1.7183 -2.5845 -5.0211
P 1.7553 2.5154 -1.7069
C -1.2061 2.7634 1.7405
H -1.7665 -4.2360 0.2622
C -1.6428 -3.3684 -0.4044
H -1.8929 -0.2302 2.0319
H 3.5289 -2.2375 1.2741
P -2.3681 1.9151 -2.2631
C 3.1135 -1.6847 0.4163
C 0.7895 -1.1709 1.3681
H 0.3804 2.6167 -5.5400
C 0.5914 1.5597 -5.7753
H 1.0428 3.8530 0.2029
C 0.4685 3.3143 -2.8026
H 4.1647 2.4489 -1.6583
C 0.8508 -2.6652 -0.3568
C 0.5622 -0.6655 -4.3827
H -2.5961 -1.8020 1.5939
C -2.0902 -0.7270 -5.8589
C -0.4996 -2.5590 0.0635
C 1.1994 -0.3330 2.4979
H -3.1477 -0.9649 -5.9101
C -1.2330 -1.9471 -5.7836
H -1.1080 2.5039 -4.2354
H -1.6000 3.7539 -3.1380
H 3.6308 3.6573 -2.8894
H -0.7173 1.8235 -7.4267
C 1.6405 -1.7673 0.4076
F -2.1050 1.9896 2.4238
H -3.5600 -0.2515 -2.6124
F -0.0528 2.6652 2.4623
H 1.5694 1.1163 -3.8911
H -2.0407 -0.8414 -1.8884
O -0.3951 1.2029 -0.0155
H 1.1478 -1.1281 -3.5216
H 1.6661 -4.5770 -0.6048
C -0.5274 -1.6427 1.1448
H -2.5781 -2.7944 -0.3775
H -1.4918 -3.7604 -1.4188
H 2.2807 -3.4036 -1.7660
C -2.4651 -0.1332 -2.6418
H -2.4457 1.3469 -5.8378
C -1.0392 2.8117 -3.1820
H 2.4087 4.6476 -0.6594
H 3.5566 -2.0923 -0.4965
H 0.9460 3.5122 -3.7762
H -1.2468 -2.5255 -6.7252
H 2.2654 -0.1045 2.4429
H 3.5515 1.8792 -3.2369
F -1.5888 4.0522 1.8148
C 0.2528 -1.7059 -5.4152
C -1.0993 2.2057 0.2484
H 0.8610 -1.5347 -6.3075
H -3.9380 2.8292 -3.7056
H 2.6899 3.2220 0.3865
C -1.7108 0.5487 -6.0101
O -1.8735 2.7940 -0.5898
H -4.3493 3.1684 -1.9642
H 3.4375 -0.6425 0.4997
H -4.7084 1.5491 -2.7144
H -1.5470 -1.6463 2.9869

Forces on atoms 1 to 6 (eV/Å):
0.10 0.06 -0.43
-0.16 0.11 -0.54
-0.18 0.78 -0.95
-0.02 0.06 -0.07
-0.38 0.19 0.43
0.67 0.30 0.23